[1]
# C3H3O3Ru

A structure of composition C3H3O3Ru (the ωB97M-V functional and the def2-TZVPD basis, the OMol25 dataset).

Output
**Electronic energy**: -11870.15112 eV
**HOMO (spin up / spin down)**: -11.412 / -14.433 eV
**Relative energy (zero: lowest compared OMol25 entry of this formula, charge and spin)**: 0.0 kcal per mole
**Orbital gap (spin up / spin down)**: 7.54 / 5.87 eV
**F_max**: 0.126 Eh/bohr

ORCA input file:
```
! RIJCOSX wB97M-V def2-TZVPD def2/J DEFGRID3
* xyz 1 7
O 2.150 0.986 -0.762
O -0.483 0.511 0.275
H 0.980 -1.735 -0.064
H -0.565 -2.791 -0.239
C 1.307 1.698 -0.396
O 0.801 2.647 0.110
C -0.894 -0.736 0.076
C -0.108 -1.816 -0.070
H -1.988 -0.863 0.041
Ru -1.199 2.099 1.029
*
```

Atomic partial charges in e from the Mulliken method, atoms 1 to 8: atom 1 (O): -0.252, atom 2 (O): -0.574, atom 3 (H): 0.293, atom 4 (H): 0.297, atom 5 (C): 0.944, atom 6 (O): -0.512, atom 7 (C): 0.382, atom 8 (C): -0.610

[2]
# C3H3O4

The ion C3H3O4 with charge -1 (the ωB97M-V functional and the def2-TZVPD basis, the OMol25 dataset).

Output
**Electronic energy**: -11346.43237 eV
**HOMO**: -4.628 eV
**Relative energy (zero: lowest compared OMol25 entry of this formula, charge and spin)**: 97.3 kcal per mole
**Orbital gap**: 8.44 eV
**F_max**: 0.063 Eh/bohr

ORCA input file:
```
! RIJCOSX wB97M-V def2-TZVPD def2/J DEFGRID3
* xyz -1 1
C -2.368 0.995 -0.007
H 0.861 -0.834 0.147
O -3.187 -1.974 0.223
H 0.282 0.358 -0.974
O -2.317 1.347 1.221
C 0.011 -0.023 -0.032
C -1.491 -0.299 -0.162
O -1.845 -1.505 0.133
O -3.026 1.443 -0.933
H 0.140 0.913 0.576
*
```

Atomic partial charges in e from the Mulliken method, atoms 1 to 8: atom 1 (C): 0.465, atom 2 (H): 0.270, atom 3 (O): -0.634, atom 4 (H): 0.334, atom 5 (O): -0.667, atom 6 (C): -1.027, atom 7 (C): 0.702, atom 8 (O): -0.082

[3]
# C3H3OP

A cluster of 2 separate species, C3H3OP in total (the ωB97M-V functional and the def2-TZVPD basis, the OMol25 dataset).

Output
**Electronic energy**: -14492.47633 eV
**HOMO**: -9.401 eV
**Relative energy (zero: lowest compared OMol25 entry of this formula, charge and spin)**: 58.7 kcal per mole
**Orbital gap**: 10.28 eV
**F_max**: 0.046 Eh/bohr

ORCA input file:
```
! RIJCOSX wB97M-V def2-TZVPD def2/J DEFGRID3
* xyz 0 1
H 0.866 -0.801 1.798
H 1.388 0.940 -1.859
H -0.170 0.823 2.387
C 0.435 0.680 0.139
C -1.564 -1.241 -2.043
C 0.996 0.651 -0.934
O -1.600 -0.924 -0.971
P -0.351 -0.129 1.484
*
```

Partial charges, Mulliken, in e: atom 1 (H): 0.061, atom 2 (H): 0.374, atom 3 (H): 0.045, atom 4 (C): -0.167, atom 5 (C): 0.022, atom 6 (C): -0.191, atom 7 (O): -0.051, atom 8 (P): -0.094

[4]
# C3H3OP

The molecule C3H3OP (the ωB97M-V functional and the def2-TZVPD basis, the OMol25 dataset).

Output
**Electronic energy**: -14488.75638 eV
**HOMO (spin up / spin down)**: -5.453 / -9.654 eV
**Relative energy (zero: lowest compared OMol25 entry of this formula, charge and spin)**: 49.7 kcal per mole
**Orbital gap (spin up / spin down)**: 6.02 / 7.84 eV
**F_max**: 0.184 Eh/bohr

ORCA input file:
```
! RIJCOSX wB97M-V def2-TZVPD def2/J DEFGRID3
* xyz 0 3
C -0.489 1.589 0.358
P -1.680 -1.234 -0.253
C -0.902 0.178 0.148
H 1.780 1.074 0.033
O -0.429 -2.427 -0.512
H 0.543 -2.175 -0.493
C 0.652 0.971 0.212
H -0.855 2.545 0.626
*
```

Partial charges, Mulliken, in e: atom 1 (C): -0.180, atom 2 (P): -0.054, atom 3 (C): 0.055, atom 4 (H): 0.332, atom 5 (O): -0.508, atom 6 (H): 0.325, atom 7 (C): -0.314, atom 8 (H): 0.343

[5]
# C3H3OPS

The molecule C3H3OPS (the ωB97M-V functional and the def2-TZVPD basis, the OMol25 dataset).

Output
**Electronic energy**: -25328.60279 eV
**HOMO**: -8.810 eV
**Relative energy (zero: lowest compared OMol25 entry of this formula, charge and spin)**: 18.5 kcal per mole
**SMILES**: C=CP1SC1=O
**Orbital gap**: 8.91 eV
**F_max**: 0.106 Eh/bohr

ORCA input file:
```
! RIJCOSX wB97M-V def2-TZVPD def2/J DEFGRID3
* xyz 0 1
H 1.051 0.149 -0.678
O 1.683 0.765 2.000
H -1.564 -1.270 -1.308
C 0.596 0.604 1.607
P -0.796 -0.482 1.107
C -0.863 -0.640 -0.880
C 0.339 -0.337 -1.301
S -0.888 1.542 1.779
H 0.440 -0.329 -2.327
*
```

Atomic partial charges in e from the Mulliken method, atoms 1 to 8: atom 1 (H): 0.209, atom 2 (O): -0.408, atom 3 (H): 0.410, atom 4 (C): 0.440, atom 5 (P): 0.048, atom 6 (C): -0.288, atom 7 (C): -0.540, atom 8 (S): -0.149

[6]
# C3H3OPS

The molecule C3H3OPS (the ωB97M-V functional and the def2-TZVPD basis, the OMol25 dataset).

Output
**Electronic energy**: -25327.96235 eV
**HOMO (spin up / spin down)**: -7.134 / -9.925 eV
**Relative energy (zero: lowest compared OMol25 entry of this formula, charge and spin)**: 0.0 kcal per mole
**Orbital gap (spin up / spin down)**: 6.66 / 7.86 eV
**F_max**: 0.038 Eh/bohr

ORCA input file:
```
! RIJCOSX wB97M-V def2-TZVPD def2/J DEFGRID3
* xyz 0 3
C 1.035 -0.660 -0.182
C 0.420 0.481 -0.603
H 1.874 -1.014 -0.774
P 0.243 -1.963 0.764
H 0.793 0.983 -1.486
O -1.241 0.894 1.057
H -1.464 1.444 -0.865
S -0.833 -1.146 2.174
C -0.826 0.981 -0.085
*
```

Atomic partial charges in e from the Mulliken method, atoms 1 to 8: atom 1 (C): -0.367, atom 2 (C): -0.241, atom 3 (H): 0.332, atom 4 (P): 0.027, atom 5 (H): 0.312, atom 6 (O): -0.486, atom 7 (H): 0.292, atom 8 (S): -0.036

[7]
# C3H3OSc

A structure of composition C3H3OSc (the ωB97M-V functional and the def2-TZVPD basis, the OMol25 dataset).

Output
**Electronic energy**: -25894.08424 eV
**HOMO (spin up / spin down)**: -13.673 / -13.582 eV
**Orbital gap (spin up / spin down)**: 7.22 / 6.29 eV
**F_max**: 0.062 Eh/bohr

ORCA input file:
```
! RIJCOSX wB97M-V def2-TZVPD def2/J DEFGRID3
* xyz 1 2
H -3.185 -0.947 -0.584
H -2.161 1.635 0.441
Sc 1.053 -0.462 -0.719
C -2.357 -0.740 0.110
C -1.795 0.624 0.269
C -1.088 -0.152 -0.556
O 1.682 0.701 0.756
H -2.358 -1.438 0.960
*
```

Partial charges, Mulliken, in e: atom 1 (H): 0.233, atom 2 (H): 0.328, atom 3 (Sc): 1.544, atom 4 (C): -0.513, atom 5 (C): -0.086, atom 6 (C): -0.271, atom 7 (O): -0.436, atom 8 (H): 0.202

[8]
# C3H3OTl

A structure of composition C3H3OTl (the ωB97M-V functional and the def2-TZVPD basis, the OMol25 dataset).

Output
**Electronic energy**: -9891.98834 eV
**HOMO (spin up / spin down)**: -6.318 / -6.827 eV
**Relative energy (zero: lowest compared OMol25 entry of this formula, charge and spin)**: 70.3 kcal per mole
**Orbital gap (spin up / spin down)**: 5.74 / 6.22 eV
**F_max**: 0.069 Eh/bohr

ORCA input file:
```
! RIJCOSX wB97M-V def2-TZVPD def2/J DEFGRID3
* xyz 0 1
O 0.876 -0.423 -0.128
Tl 3.292 -0.199 0.032
H -2.070 0.077 -0.667
C -1.349 0.375 0.121
C 1.156 0.347 -1.197
H -1.113 1.438 0.031
C -0.398 -0.485 0.464
H -0.395 -1.130 1.343
*
```

Partial charges, Mulliken, in e: atom 1 (O): -0.108, atom 2 (Tl): 0.411, atom 3 (H): 0.254, atom 4 (C): -0.696, atom 5 (C): -0.440, atom 6 (H): 0.267, atom 7 (C): -0.056, atom 8 (H): 0.369